Entry 1:
ORCA calculation (wB97M-V/def2-TZVPD) on a molecular structure, C53H147N21O14P7V in a non-equilibrium geometry.

Calculated values
DFT total energy   -208023.00224 eV
E_HOMO   -7.940 eV
Frontier orbital gap   8.46 eV
LUMO   0.52 eV

The geometry in ORCA input format:
```
! wB97M-V def2-TZVPD RIJCOSX def2/J DEFGRID3
* xyz 0 1
O -1.17990 0.45471 -2.00207
V -1.50845 0.74990 -0.45541
O -0.63416 -0.23105 0.42668
C -5.34737 1.73496 0.23103
C -3.97271 1.68212 0.89986
O -2.96952 1.98517 0.14173
O -3.97196 1.46231 2.09074
H -5.39970 1.37550 -0.78942
H -5.66926 2.74406 0.24922
H -6.06830 1.23968 0.84125
O 4.60906 -1.78737 -4.03979
P 5.00647 -2.71706 -2.96779
N 4.62983 -2.23939 -1.39637
C 3.39843 -1.37779 -1.25373
C 5.26138 -2.68406 -0.13561
N 6.64225 -3.00812 -3.11512
C 7.43871 -1.96382 -3.74037
C 7.43725 -3.88132 -2.25692
N 4.42618 -4.27100 -3.00362
C 3.05409 -4.36456 -2.53516
C 4.89474 -5.13670 -4.03761
H 2.61990 -1.96854 -0.73576
H 3.10933 -0.95786 -2.23510
H 3.67537 -0.56793 -0.54506
H 5.37057 -3.77715 -0.20275
H 4.62024 -2.49739 0.71894
H 6.17036 -2.19644 0.05379
H 8.41507 -2.37947 -4.03943
H 6.89309 -1.57777 -4.62727
H 7.59470 -1.09506 -3.11403
H 6.80321 -4.74550 -1.88644
H 8.34457 -4.17075 -2.85261
H 7.75881 -3.39693 -1.34693
H 2.41981 -4.11865 -3.34428
H 2.77601 -5.41120 -2.24016
H 2.77215 -3.76298 -1.62978
H 5.90232 -4.89545 -4.33234
H 4.20012 -5.22284 -4.86806
H 5.04192 -6.16409 -3.65610
O -3.16438 -0.49742 -0.61821
P -3.14836 -1.98714 -0.81290
N -2.03363 -2.68279 -1.72521
C -1.88005 -2.39317 -3.15041
C -0.74428 -3.18143 -1.26045
N -4.54603 -2.30488 -1.63514
C -4.76900 -3.51391 -2.43468
C -5.87101 -1.71847 -1.16297
N -3.28428 -2.80065 0.59564
C -2.87200 -2.29854 1.92176
C -3.45342 -4.25678 0.58535
H -0.96670 -1.80730 -3.35831
H -2.74505 -1.82011 -3.51553
H -1.97098 -3.35721 -3.70631
H -0.03910 -2.33570 -1.04459
H -0.32906 -3.81085 -2.08620
H -0.78779 -3.78755 -0.36175
H -5.44717 -4.22782 -1.96013
H -5.10642 -3.26418 -3.42331
H -3.78360 -4.00024 -2.57169
H -6.69469 -2.31498 -1.61605
H -6.01638 -1.89887 -0.10148
H -6.07346 -0.67265 -1.41757
H -2.16799 -2.87568 2.47006
H -2.50368 -1.28495 1.73356
H -3.84095 -2.15138 2.49558
H -4.43851 -4.57617 1.02030
H -2.59806 -4.68325 1.13335
H -3.44134 -4.61687 -0.43591
O 3.73424 -2.40560 3.37476
P 3.74667 -0.98665 3.75972
N 2.33585 -0.21607 3.30937
C 1.94955 -0.33649 1.91448
C 1.53246 0.57857 4.15390
N 4.96983 -0.22240 2.84759
C 5.05308 1.15804 2.44220
C 6.23949 -0.93295 2.97231
N 4.03413 -0.79307 5.35699
C 3.82688 -1.92471 6.28206
C 4.78146 0.37124 5.88874
H 2.63479 0.19728 1.28729
H 0.90958 0.00702 1.62542
H 1.96922 -1.39164 1.68381
H 1.55907 1.58564 3.81098
H 1.83610 0.56359 5.15563
H 0.53375 0.20805 4.04474
H 4.08073 1.43619 2.04031
H 5.28334 1.85408 3.26154
H 5.76538 1.40147 1.65766
H 6.94961 -0.31781 3.60891
H 6.07236 -1.91256 3.35697
H 6.63216 -1.05487 1.95667
H 4.44981 -2.79641 6.11955
H 3.89550 -1.56564 7.32749
H 2.83699 -2.33147 6.15292
H 4.29989 0.56884 6.84516
H 4.76290 1.24814 5.15967
H 5.87251 0.16802 6.05254
O -0.70427 -6.16718 4.30527
P 0.19029 -5.04770 4.10740
N -0.49672 -3.62705 4.71584
C -1.71771 -3.74573 5.52129
C 0.27625 -2.38761 5.06626
N 0.47965 -4.84154 2.54035
C 0.36504 -5.99830 1.69466
C 0.84940 -3.51884 2.04560
N 1.66843 -5.09996 4.85431
C 1.77318 -5.13868 6.28304
C 2.75676 -5.98520 4.30306
H -2.33969 -4.43946 4.99791
H -2.14357 -2.78808 5.72040
H -1.50814 -4.15746 6.49861
H 0.22316 -2.12508 6.08833
H -0.05641 -1.57401 4.38034
H 1.31859 -2.52995 4.69510
H -0.21289 -5.75820 0.79031
H 1.35453 -6.36651 1.35132
H -0.18749 -6.73777 2.29615
H 0.02134 -2.81651 2.09647
H 1.80577 -3.10416 2.43742
H 1.02832 -3.64961 0.96960
H 2.84121 -4.96477 6.57693
H 1.25054 -4.29437 6.78729
H 1.50606 -6.10867 6.71025
H 2.61069 -6.14471 3.27873
H 2.78704 -6.96894 4.80421
H 3.67734 -5.41286 4.49335
O 3.66364 2.09557 -2.21585
P 3.43705 2.04000 -3.69428
N 4.55232 1.28657 -4.57597
C 4.35149 0.68204 -5.88448
C 5.94653 1.34625 -4.23571
N 3.25577 3.67180 -4.20362
C 4.01750 4.67791 -3.44665
C 3.19811 4.03608 -5.65681
N 2.03731 1.36520 -4.22258
C 0.78097 2.04319 -3.94585
C 1.73863 -0.07552 -4.24534
H 4.85855 -0.28077 -5.86824
H 4.73426 1.29171 -6.68016
H 3.25964 0.47735 -6.02027
H 6.35669 0.34587 -4.28911
H 6.12474 1.71706 -3.22574
H 6.52204 1.95335 -4.99585
H 3.46867 5.63752 -3.31939
H 4.25192 4.26617 -2.45742
H 4.89467 4.97782 -4.00645
H 4.27485 4.02550 -6.03724
H 2.56271 3.32387 -6.23886
H 2.79890 5.07418 -5.71977
H 0.50282 2.03413 -2.87692
H 0.91049 3.09134 -4.29715
H -0.11312 1.67390 -4.48906
H 1.11400 -0.27236 -5.13713
H 1.09168 -0.33234 -3.38258
H 2.62259 -0.63304 -4.27478
O -5.86509 1.61816 7.45611
P -5.59969 1.48032 5.98186
N -6.34701 0.10382 5.33753
C -6.35110 -0.22833 3.88053
C -6.92605 -0.89707 6.20427
N -3.99707 1.55843 5.48449
C -3.27464 0.24248 5.30779
C -3.31019 2.58042 6.29879
N -6.32262 2.83070 5.24750
C -7.45084 3.43999 5.89298
C -6.13917 3.25386 3.85482
H -5.99448 -1.23366 3.60395
H -5.79876 0.49286 3.32878
H -7.38056 -0.12467 3.46835
H -7.60583 -1.48662 5.63062
H -7.53280 -0.41103 6.96529
H -6.24423 -1.59013 6.65698
H -2.21933 0.40398 5.13145
H -3.38361 -0.46964 6.13880
H -3.66728 -0.19757 4.37221
H -4.07117 3.21698 6.79696
H -2.63863 2.15387 7.06257
H -2.70757 3.19721 5.64510
H -8.38659 3.15490 5.45739
H -7.42309 3.12944 7.00302
H -7.31961 4.53785 5.90750
H -6.19955 4.30677 3.76676
H -6.88328 2.82152 3.18327
H -5.21407 2.77523 3.51311
O -0.35882 2.46291 -0.28184
P 0.02655 3.66195 0.55477
N -0.96696 4.16354 1.77088
C -1.05534 3.31719 2.96036
C -2.25574 4.87749 1.43894
N 0.16578 5.05050 -0.46526
C 0.11427 5.03453 -1.90832
C 0.55097 6.37920 0.06655
N 1.50931 3.33041 1.14952
C 2.45781 3.10378 0.03475
C 2.19831 4.05607 2.16983
H -1.95939 2.68056 2.93056
H -0.89042 3.89357 3.89468
H -0.19676 2.67496 2.92719
H -2.12784 5.50154 0.48876
H -2.50206 5.58510 2.23284
H -3.07083 4.14610 1.26294
H -0.67548 5.70264 -2.35349
H 1.08010 5.27682 -2.37668
H -0.17642 4.03154 -2.20093
H 1.61324 6.50720 -0.10362
H -0.04009 7.08536 -0.55302
H 0.34160 6.41969 1.17715
H 3.05638 2.24354 0.22616
H 1.91455 2.94535 -0.90755
H 3.02284 4.02931 -0.02747
H 1.49728 4.25532 3.02371
H 2.64373 4.94595 1.80773
H 2.97436 3.41971 2.57937
C -3.92642 5.41960 -7.46035
C -2.49245 4.99528 -7.13982
O -1.95630 5.10313 -6.07206
C -1.76602 4.28187 -8.26103
H -4.24451 6.00623 -6.64910
H -4.53130 4.51402 -7.63665
H -3.91682 5.92565 -8.38164
H -1.65107 4.99278 -9.11729
H -2.35944 3.44191 -8.61761
H -0.72072 4.01312 -7.91558
C -4.56530 3.53888 -3.30953
C -5.26433 2.52340 -4.22240
O -4.80359 2.20362 -5.28801
C -6.65559 2.06487 -3.69885
H -3.66812 3.92642 -3.77719
H -4.29057 2.99390 -2.39893
H -5.17255 4.40684 -3.06631
H -7.28618 2.94674 -3.53443
H -6.60793 1.47845 -2.79302
H -7.18406 1.39502 -4.48381
C -1.46634 0.36784 -6.38846
C -1.17871 -1.07151 -6.74845
O -1.09056 -1.94914 -5.95721
C -1.02350 -1.25249 -8.25638
H -2.47025 0.46770 -6.86928
H -0.80651 1.13800 -6.87549
H -1.63707 0.68933 -5.38345
H -0.17696 -0.62452 -8.58360
H -1.90839 -0.95678 -8.78252
H -0.84215 -2.36049 -8.46969
*
```

***

Entry 2:
ORCA calculation (wB97M-V/def2-TZVPD) on 2 unconnected molecules or ions with the total composition C10H16O.

Calculated values
DFT total energy   -12677.00494 eV
E_HOMO   -8.433 eV
Relative energy (zero: lowest compared OMol25 entry of this formula, charge and spin)   0.720 eV
SMILES string   Cc1ccc(O)cc1.CCC
Frontier orbital gap   9.31 eV
LUMO   0.88 eV

The geometry in ORCA input format:
```
! wB97M-V def2-TZVPD RIJCOSX def2/J DEFGRID3
* xyz 0 1
C 2.34856 3.09129 -0.75619
C 1.93469 1.83763 -0.04460
C 1.92276 0.60882 -0.68246
C 1.47560 -0.54085 -0.04921
C 1.05945 -0.47547 1.27642
O 0.65157 -1.57791 1.97703
C 1.09301 0.73877 1.94381
C 1.52614 1.87645 1.28791
H 2.49899 3.92767 -0.07773
H 1.56137 3.38836 -1.45321
H 3.25411 2.96806 -1.35886
H 2.28241 0.52182 -1.70237
H 1.50752 -1.49814 -0.55687
H 0.41950 -2.29609 1.37386
H 0.74895 0.78064 2.96565
H 1.56788 2.81043 1.84040
C -2.02986 -0.33467 -1.07488
C -2.39192 -1.29075 0.05336
C -2.62747 -2.70759 -0.43264
H -2.86147 -0.15965 -1.75946
H -1.61180 0.61485 -0.74342
H -1.23753 -0.77835 -1.67652
H -3.31911 -0.97757 0.54262
H -1.62113 -1.23053 0.83202
H -2.40888 -3.45749 0.33226
H -2.07264 -2.99215 -1.33739
H -3.67071 -2.84759 -0.71953
*
```

***

Entry 3:
ORCA calculation (wB97M-V/def2-TZVPD) on 2 unconnected molecules or ions with the total composition C3H10NOS2 in a non-equilibrium geometry.

Calculated values
DFT total energy   -28471.67852 eV
E_HOMO   -12.727 eV
Relative energy (zero: lowest compared OMol25 entry of this formula, charge and spin)   3.022 eV
Frontier orbital gap   6.81 eV
LUMO   -5.92 eV

The geometry in ORCA input format:
```
! wB97M-V def2-TZVPD RIJCOSX def2/J DEFGRID3
* xyz 1 1
C -0.82302 0.47311 -1.31451
C -1.02740 -0.84263 0.67154
C 2.39747 -0.74140 0.35754
N -0.38114 0.24911 0.05019
O -0.51601 -1.11396 1.92899
S 2.73671 0.72598 1.07554
S 2.17409 -1.06444 -1.29235
H -0.83390 -0.47926 -1.94864
H -1.92249 1.07550 -1.37251
H -0.18289 1.12216 -1.89305
H -0.96148 -1.65110 -0.01036
H -2.11763 -0.64183 0.71363
H 2.32565 -1.55534 0.96085
H -0.48657 1.11200 0.50099
H -1.18289 -0.91680 2.61146
H 2.46659 1.24456 -0.23305
H 2.26746 0.10860 -1.95489
*
```

***

> Which value of E_HOMO does entry 3 give?

-12.727 eV

***

> The lowest DFT total energy belongs to which entry?

C53H147N21O14P7V